# C22H44Br22

11 unconnected molecules or ions with the total composition C22H44Br22 at a distorted geometry (the ωB97M-V functional and the def2-TZVPD basis, the Open Molecules 2025 dataset).

**Largest force on an atom**: 2.371 eV/Å
**Total charge**: 0
**SMILES**: BrCCBr.BrCCBr.BrCCBr.BrCCBr.BrCCBr.BrCCBr.BrCCBr.BrCCBr.BrCCBr.BrCCBr.BrCCBr
**Electronic energy**: -57492.9780 a.u.

Last column: Mulliken charge in e.
Geometry (Å):
Br 0.981 -4.758 3.315  -0.1831
Br -3.956 -1.499 -5.228  -0.1578
Br 1.384 3.782 -0.275  -0.1036
Br 0.515 -4.273 -1.344  -0.1539
Br 3.766 -2.161 3.513  -0.1432
Br 6.090 0.835 0.885  -0.2080
Br -5.658 1.665 1.790  -0.1995
Br -2.386 -5.375 2.762  -0.1884
Br 1.265 -0.844 1.320  0.2164
Br 0.118 -1.231 6.493  -0.1731
Br 4.298 7.310 -0.736  -0.1927
Br 3.711 -0.857 -1.476  -0.0248
Br -0.662 6.302 -2.635  -0.1533
Br 0.884 2.484 3.707  -0.1630
Br -1.982 -0.324 1.724  -0.0809
Br 4.699 -4.949 0.827  -0.1723
Br 3.399 3.173 -3.907  -0.1901
Br -1.704 2.975 -1.622  0.0238
Br -5.904 -4.843 1.958  -0.1947
Br 0.250 -0.767 -3.451  -0.0794
Br -4.683 2.074 -2.825  -0.1585
Br -4.093 -2.116 -1.212  -0.1347
C 2.761 4.960 -0.852  -0.5808
C 0.948 1.186 5.207  -0.5126
C -4.752 1.403 -0.953  0.1907
C 4.298 0.648 -2.572  -0.4462
C 2.000 -5.064 -0.275  -0.3790
C -5.470 2.425 -0.060  -0.6410
C -5.832 -3.310 0.648  -0.5814
C -4.377 -2.858 0.608  -0.3384
C -1.724 -0.525 -3.930  0.0194
C 5.139 0.001 2.437  -0.3343
C -1.670 -3.819 3.768  -0.5085
C -0.396 -3.340 3.062  0.5210
C -1.092 -0.298 -0.029  0.0176
C 2.749 6.212 -0.107  -0.5536
C -0.364 4.572 -3.609  -0.2776
C -1.623 3.664 -3.489  -0.6066
C -2.158 -1.822 -4.609  -0.5838
C 0.091 0.050 4.913  -0.0436
C 3.154 1.592 -2.707  -0.0258
C 0.222 0.370 0.163  0.5939
C 4.836 -1.451 2.007  -0.1488
C 3.137 -4.108 -0.136  0.1168
H -6.220 -3.576 -0.335  0.4278
H -1.770 0.437 -4.439  0.2479
H 2.348 1.089 -3.240  -0.0075
H -3.735 1.275 -0.582  -0.3126
H 2.662 1.791 -1.755  0.0455
H 1.961 0.782 5.193  0.3095
H -2.532 4.229 -3.698  0.4736
H -1.362 -4.156 4.758  0.5183
H 4.185 0.504 2.598  0.1629
H -0.860 -1.305 -0.376  0.3449
H 0.285 1.350 0.636  -0.0609
H 5.704 -2.103 1.917  0.4607
H 5.078 1.177 -2.025  0.3026
H -0.249 4.820 -4.665  0.5105
H 0.630 -0.482 4.130  -0.2774
H 3.719 4.439 -0.852  0.4772
H 0.796 1.749 6.128  0.4010
H 2.442 5.089 -1.886  0.2634
H -6.490 2.629 -0.384  0.4361
H 1.970 6.940 -0.335  0.3012
H -5.265 0.445 -1.034  0.2902
H -1.487 -2.154 -5.401  0.4898
H -0.399 -3.132 1.992  0.0680
H -4.174 -2.049 1.310  0.1460
H 0.788 0.368 -0.768  -0.3575
H -2.303 -2.533 -3.796  0.2333
H 4.650 0.297 -3.543  0.4108
H 5.730 0.128 3.344  0.4553
H -2.415 -3.030 3.866  0.3490
H -2.351 -0.315 -3.063  -0.1969
H -1.606 2.819 -4.177  0.2252
H 0.577 4.111 -3.311  -0.1320
H -0.948 0.241 4.644  0.3774
H 3.570 -3.799 -1.087  0.3946
H -4.932 3.370 0.014  0.3541
H 1.606 -5.295 0.714  0.0615
H 2.875 5.959 0.945  0.3980
H -6.434 -2.552 1.149  0.3526
H 2.225 -5.958 -0.858  0.4344
H -3.680 -3.677 0.788  0.3076
H 4.148 -1.493 1.162  -0.3402
H 0.013 -2.445 3.531  -0.5180
H -1.770 0.177 -0.737  -0.5160
H 2.812 -3.256 0.461  -0.3948